13
Properties=species:S:1:pos:R:3:forces:R:3:nbo_charge:R:1 method="wB97M-V/def2-TZVPD" smiles="CN/N=C/C(=O)S" e_lumo_ev=0.4 total_energy_ha=-700.799962 spin_multiplicity=1 relative_energy_kcal_mol=56.00 homo_lumo_gap_ha=0.35390
S 2.889 1.360 0.059 -0.5 0.5 -0.3 -0.057
O 2.549 -1.119 0.920 -0.5 0.9 -0.3 -0.531
N -1.405 -1.007 -0.093 -0.7 -0.5 0.3 -0.384
N -0.134 -1.023 0.284 -1.4 -1.4 0.0 -0.109
C 0.618 -0.057 0.026 0.5 1.5 -0.3 -0.185
C -2.117 0.202 -0.479 0.8 0.5 -0.4 -0.456
C 2.003 -0.149 0.432 1.8 -1.2 0.6 0.389
H 4.007 1.046 0.686 0.4 -0.3 0.2 0.148
H 0.310 0.869 -0.433 -0.2 0.3 -0.2 0.175
H -1.668 0.568 -1.423 -0.4 -0.1 0.3 0.203
H -3.201 0.063 -0.621 0.7 -0.3 0.2 0.228
H -1.930 0.983 0.270 -0.2 0.0 0.0 0.195
H -1.921 -1.736 0.374 0.0 0.1 -0.2 0.382

---

13
Properties=species:S:1:pos:R:3:forces:R:3:nbo_charge:R:1 method="wB97M-V/def2-TZVPD" e_lumo_ev=0.8 total_energy_ha=-700.731632 spin_multiplicity=1 relative_energy_kcal_mol=98.88 homo_lumo_gap_ha=0.34957
S 0.201 -0.116 1.993 -0.6 -1.2 -1.8 1.208
O 1.227 0.913 2.187 0.2 0.9 0.2 -0.964
N -0.147 -0.354 -0.709 -0.6 -0.7 0.4 -0.276
N 0.716 0.003 -1.726 1.4 3.2 1.3 -0.687
C 0.546 -0.997 0.352 1.3 -0.7 0.9 -0.438
C -1.283 0.564 1.128 1.5 -1.0 -0.5 -0.545
C -1.180 0.424 -0.218 0.8 0.7 0.2 0.038
H -2.005 0.928 1.821 -0.6 0.6 -0.3 0.241
H 0.265 -2.066 0.537 0.1 0.8 -0.3 0.215
H 0.544 -0.310 -2.632 -0.7 -0.4 -1.4 0.376
H -1.633 0.902 -1.059 -1.2 0.5 0.1 0.213
H 1.581 -0.862 -0.043 -0.3 -0.7 1.6 0.255
H 1.167 0.971 -1.630 -1.1 -2.0 -0.4 0.365

---

14
Properties=species:S:1:pos:R:3:forces:R:3:nbo_charge:R:1 method="wB97M-V/def2-TZVPD" e_lumo_ev=0.4 total_energy_ha=-1098.968165 spin_multiplicity=1 relative_energy_kcal_mol=66.36 homo_lumo_gap_ha=0.34821
S 0.327 1.762 -1.535 0.9 1.0 -1.5 0.139
S 1.229 -1.843 0.028 0.5 0.7 -0.9 -0.021
O -2.115 -1.401 1.109 2.1 1.9 -2.2 -0.569
N 1.060 1.503 -0.041 1.5 1.3 -2.6 -0.586
N -0.933 0.591 0.913 -1.9 -2.0 2.9 -0.678
C 0.386 0.976 0.834 0.8 0.5 5.0 0.257
C -0.433 -1.400 -0.622 1.4 3.4 1.4 -0.629
C -1.264 -0.756 0.454 -1.7 -0.8 3.8 0.685
H -1.044 -2.157 -0.925 -0.9 -2.5 -1.3 0.252
H -0.248 -0.604 -1.334 -0.1 -0.5 -0.8 0.254
H 1.376 2.470 -2.198 -1.2 -1.0 1.2 0.143
H -1.180 0.639 2.038 0.2 -0.4 -4.0 0.423
H 0.858 1.027 1.890 -0.4 -0.4 -1.6 0.169
H 1.980 -0.807 -0.611 -1.2 -1.4 0.8 0.162

---

14
Properties=species:S:1:pos:R:3:forces:R:3:nbo_charge:R:1 method="wB97M-V/def2-TZVPD" e_lumo_ev=0.0 total_energy_ha=-1098.922192 spin_multiplicity=1 relative_energy_kcal_mol=95.20 homo_lumo_gap_ha=0.31896
S -1.843 -1.254 -0.271 0.5 2.1 1.2 -0.088
S 2.385 0.233 -0.136 0.6 1.1 0.3 -0.030
O -1.107 1.441 1.155 0.0 1.1 2.8 -0.598
N 0.909 -1.780 0.681 -3.6 2.5 -2.1 -0.783
N -0.727 2.129 0.010 -1.0 1.4 0.5 -0.083
C -0.422 1.314 -0.890 -1.3 -1.1 -2.8 0.018
C 0.961 -0.459 0.127 -1.5 -4.7 -0.8 0.056
C -0.304 -0.150 -0.724 -0.4 -2.4 -0.2 -0.418
H -1.303 2.084 1.954 0.9 -1.3 -2.9 0.499
H 0.045 -2.282 0.954 0.5 1.1 -0.7 0.404
H 1.607 -1.969 1.268 3.7 -0.9 2.5 0.376
H -0.224 -0.634 -1.763 0.7 0.8 1.5 0.261
H -2.137 -0.629 0.954 0.2 -0.7 -1.3 0.162
H -0.487 1.542 -2.008 0.8 0.9 1.9 0.222

---

14
Properties=species:S:1:pos:R:3:forces:R:3:nbo_charge:R:1 method="wB97M-V/def2-TZVPD" smiles="S/N=C1/NOC[C@H]1S" e_lumo_ev=0.4 total_energy_ha=-1098.883633 spin_multiplicity=1 relative_energy_kcal_mol=119.40 homo_lumo_gap_ha=0.30709
S 0.515 -1.253 -1.292 0.2 -1.7 -0.8 0.020
S 2.312 0.947 0.354 1.3 -0.6 -0.2 0.118
O -2.499 0.008 0.761 0.4 1.9 -0.5 -0.368
N 0.700 1.515 0.272 -0.5 -3.1 1.0 -0.609
N -1.523 1.115 0.500 -1.9 -1.2 0.2 -0.341
C -0.409 -0.906 0.188 -0.1 -1.3 1.8 -0.457
C -2.040 -1.032 -0.049 3.4 -0.4 -1.3 -0.072
C -0.239 0.625 0.480 -0.4 1.2 -1.4 0.375
H 0.013 -1.691 1.017 -1.2 2.4 -1.6 0.263
H -1.855 2.063 0.752 0.4 -1.3 0.0 0.424
H 0.546 -2.630 -1.111 0.0 1.1 -0.2 0.134
H 2.413 -0.442 0.001 -0.7 1.8 0.4 0.113
H -2.162 -0.999 -1.255 -0.3 0.3 2.9 0.191
H -2.310 -2.010 0.386 -0.5 0.6 -0.3 0.208

---

12
Properties=species:S:1:pos:R:3:forces:R:3:nbo_charge:R:1 method="wB97M-V/def2-TZVPD" smiles="[H]/N=C(/C=C)NS" e_lumo_ev=0.7 total_energy_ha=-625.558783 spin_multiplicity=1 relative_energy_kcal_mol=39.65 homo_lumo_gap_ha=0.36319
S -2.864 0.013 -0.080 -0.2 -0.6 -0.7 0.198
N -1.335 -0.713 -0.161 0.1 1.5 -0.2 -0.775
N -0.208 1.437 -0.218 -1.0 -2.7 -0.5 -0.686
C 1.115 -0.568 -0.148 -1.0 -0.8 -0.4 -0.267
C -0.202 0.123 -0.216 0.8 2.5 0.7 0.385
C 2.271 0.023 0.067 -0.2 1.5 0.1 -0.307
H 3.241 -0.414 0.104 0.3 -0.8 -0.1 0.202
H 0.992 -1.618 -0.356 0.5 -0.5 0.1 0.190
H -2.838 0.589 1.121 0.3 0.0 0.5 0.095
H -1.269 -1.697 0.013 0.2 -0.1 0.2 0.409
H 2.289 1.107 0.203 -0.2 -0.3 0.0 0.219
H -1.193 1.719 -0.329 0.4 0.3 0.3 0.334

---

12
Properties=species:S:1:pos:R:3:forces:R:3:nbo_charge:R:1 method="wB97M-V/def2-TZVPD" e_lumo_ev=0.8 total_energy_ha=-625.484811 spin_multiplicity=1 relative_energy_kcal_mol=86.07 homo_lumo_gap_ha=0.36564
S 1.758 1.282 0.342 1.1 0.3 -1.0 0.127
N 1.381 0.624 -1.202 1.6 1.2 0.8 -0.539
N -0.649 -0.558 -0.511 -1.7 -0.4 0.9 -0.500
C -1.511 0.108 0.498 1.0 0.0 1.5 -0.249
C 0.361 -0.047 -1.359 -2.3 -1.0 0.7 0.264
C -0.429 -0.978 0.849 -2.8 -1.9 -0.7 -0.233
H -0.593 -2.122 1.108 -0.3 2.5 -0.7 0.199
H 2.945 1.762 -0.163 -0.7 -0.1 0.7 0.138
H -2.661 -0.098 0.633 2.5 0.2 -0.9 0.225
H 0.457 -0.666 1.252 1.9 1.0 1.4 0.188
H 0.125 -0.469 -2.283 0.3 -0.2 -2.1 0.176
H -1.183 1.162 0.836 -0.7 -1.8 -0.6 0.204

---

12
Properties=species:S:1:pos:R:3:forces:R:3:nbo_charge:R:1 method="wB97M-V/def2-TZVPD" smiles="NC(=S)[C@H]1CN1" e_lumo_ev=0.4 total_energy_ha=-625.500153 spin_multiplicity=1 relative_energy_kcal_mol=76.44 homo_lumo_gap_ha=0.33940
S 0.085 1.465 0.896 -0.2 0.0 -0.6 -0.109
N -0.482 -0.970 1.621 -2.0 -3.3 -1.2 -0.767
N 1.022 -0.560 -1.486 5.8 1.1 4.4 -0.585
C -0.110 -0.956 -0.723 -0.5 -1.3 3.1 -0.160
C -0.230 -0.276 -2.021 -0.6 1.4 -0.9 -0.243
C -0.277 -0.104 0.601 0.6 -1.0 -1.0 0.093
H 1.671 0.141 -0.715 -2.8 -1.7 -3.6 0.384
H -0.251 -2.102 -0.401 0.1 2.5 -1.5 0.188
H -0.206 -0.932 -2.877 -1.4 0.3 -0.6 0.224
H -0.562 0.778 -2.067 -0.2 -0.8 0.0 0.222
H -1.108 -0.727 2.327 -0.4 1.7 1.9 0.390
H -0.980 -1.862 1.311 1.5 1.2 0.0 0.363

---

12
Properties=species:S:1:pos:R:3:forces:R:3:nbo_charge:R:1 method="wB97M-V/def2-TZVPD" e_lumo_ev="-0.7 / -0.4" total_energy_ha=-625.381154 spin_multiplicity=1 relative_energy_kcal_mol=151.12 homo_lumo_gap_ha="0.28214 / 0.27860"
S 1.192 0.034 -0.164 -0.4 -1.0 -0.3 1.159
N -1.726 1.155 0.613 0.3 1.2 -0.1 -0.216
N 1.734 -0.081 1.274 -4.0 -3.0 -0.7 -1.171
C -0.482 -0.826 -0.159 -0.6 0.7 -2.0 -0.606
C -1.589 -0.047 0.460 -0.8 -0.9 0.2 -0.037
C 0.609 1.560 -0.567 -0.4 1.2 -0.8 -0.653
H 2.448 0.463 1.536 3.4 2.6 0.8 0.370
H -2.415 -0.785 0.730 0.5 1.0 0.0 0.213
H 0.557 1.795 -1.643 -0.3 -0.3 0.5 0.215
H -0.509 -1.716 0.379 1.0 -1.9 0.8 0.244
H -0.931 -1.090 -1.192 1.5 0.5 1.1 0.255
H 0.970 2.381 0.035 -0.1 0.0 0.3 0.227

---

13
Properties=species:S:1:pos:R:3:forces:R:3:nbo_charge:R:1 method="wB97M-V/def2-TZVPD" smiles="C=CC1SNNS1" e_lumo_ev=0.7 total_energy_ha=-1023.714295 spin_multiplicity=1 relative_energy_kcal_mol=55.62 homo_lumo_gap_ha=0.34841
S -1.519 1.343 -0.154 0.7 -0.9 0.1 0.311
S -0.467 -1.403 -0.553 -0.5 0.7 0.2 0.349
N -1.604 -1.103 0.739 0.8 -0.9 0.1 -0.561
N -2.419 -0.053 0.430 -0.7 1.1 -0.3 -0.552
C 1.277 0.745 -0.134 0.0 0.2 0.1 -0.220
C 2.231 -0.100 0.231 -0.2 0.2 0.0 -0.380
C -0.022 0.365 -0.774 -0.6 -0.4 -0.2 -0.546
H 0.023 0.555 -1.847 0.0 -0.1 0.0 0.246
H 2.114 -1.165 0.129 -0.1 -0.2 0.0 0.205
H -1.113 -0.904 1.610 -0.1 0.0 -0.2 0.368
H 1.414 1.814 -0.033 0.2 0.1 0.1 0.208
H -3.076 -0.341 -0.293 0.3 0.0 0.1 0.367
H 3.160 0.246 0.649 0.2 0.2 0.1 0.205

---

Copy entry 5 word for word.
14
Properties=species:S:1:pos:R:3:forces:R:3:nbo_charge:R:1 method="wB97M-V/def2-TZVPD" smiles="S/N=C1/NOC[C@H]1S" e_lumo_ev=0.4 total_energy_ha=-1098.883633 spin_multiplicity=1 relative_energy_kcal_mol=119.40 homo_lumo_gap_ha=0.30709
S 0.515 -1.253 -1.292 0.2 -1.7 -0.8 0.020
S 2.312 0.947 0.354 1.3 -0.6 -0.2 0.118
O -2.499 0.008 0.761 0.4 1.9 -0.5 -0.368
N 0.700 1.515 0.272 -0.5 -3.1 1.0 -0.609
N -1.523 1.115 0.500 -1.9 -1.2 0.2 -0.341
C -0.409 -0.906 0.188 -0.1 -1.3 1.8 -0.457
C -2.040 -1.032 -0.049 3.4 -0.4 -1.3 -0.072
C -0.239 0.625 0.480 -0.4 1.2 -1.4 0.375
H 0.013 -1.691 1.017 -1.2 2.4 -1.6 0.263
H -1.855 2.063 0.752 0.4 -1.3 0.0 0.424
H 0.546 -2.630 -1.111 0.0 1.1 -0.2 0.134
H 2.413 -0.442 0.001 -0.7 1.8 0.4 0.113
H -2.162 -0.999 -1.255 -0.3 0.3 2.9 0.191
H -2.310 -2.010 0.386 -0.5 0.6 -0.3 0.208

---

Please write out number 6 again, unchanged.
12
Properties=species:S:1:pos:R:3:forces:R:3:nbo_charge:R:1 method="wB97M-V/def2-TZVPD" smiles="[H]/N=C(/C=C)NS" e_lumo_ev=0.7 total_energy_ha=-625.558783 spin_multiplicity=1 relative_energy_kcal_mol=39.65 homo_lumo_gap_ha=0.36319
S -2.864 0.013 -0.080 -0.2 -0.6 -0.7 0.198
N -1.335 -0.713 -0.161 0.1 1.5 -0.2 -0.775
N -0.208 1.437 -0.218 -1.0 -2.7 -0.5 -0.686
C 1.115 -0.568 -0.148 -1.0 -0.8 -0.4 -0.267
C -0.202 0.123 -0.216 0.8 2.5 0.7 0.385
C 2.271 0.023 0.067 -0.2 1.5 0.1 -0.307
H 3.241 -0.414 0.104 0.3 -0.8 -0.1 0.202
H 0.992 -1.618 -0.356 0.5 -0.5 0.1 0.190
H -2.838 0.589 1.121 0.3 0.0 0.5 0.095
H -1.269 -1.697 0.013 0.2 -0.1 0.2 0.409
H 2.289 1.107 0.203 -0.2 -0.3 0.0 0.219
H -1.193 1.719 -0.329 0.4 0.3 0.3 0.334